#w
Molecular formula: C4H4N2O2
Method: DFT, wB97M-V/def2-TZVPD

As for the SMILES: O=CN1C=COC=N1. The HOMO energy is -8.3 eV. For the frontier orbital gap, the calculation gives 8.91 eV.

Geometry as ORCA input:
```
! wB97M-V def2-TZVPD RIJCOSX def2/J DEFGRID3
* xyz 0 1
C 1.702 -0.778 0.498
C -0.673 -0.937 -0.229
C -1.660 -0.236 -0.663
C -0.780 1.672 0.162
H 1.978 -0.019 1.464
H -0.405 -1.950 -0.418
H -2.539 -0.526 -1.128
H -0.869 2.733 0.242
N 0.408 -0.280 0.221
N 0.362 1.155 0.589
O 2.319 -1.761 -0.045
O -1.706 1.175 -0.511
*
```

---

#x
Molecular formula: C4H4N2O2
Method: DFT, wB97M-V/def2-TZVPD

As for the SMILES: [H]/N=C1\C=CC(=O)N1O. The HOMO energy is -9.1 eV. For the frontier orbital gap, the calculation gives 8.27 eV.

Geometry as ORCA input:
```
! wB97M-V def2-TZVPD RIJCOSX def2/J DEFGRID3
* xyz 0 1
C 0.834 0.089 -0.019
C 0.065 1.323 0.001
C -1.215 1.006 0.001
C -1.487 -0.441 0.002
H 1.160 -2.109 -0.066
H 2.722 0.366 0.193
H 0.473 2.330 0.047
H -2.025 1.772 -0.241
N -0.157 -0.922 0.135
N 2.052 -0.351 -0.019
O 0.182 -2.179 -0.055
O -2.606 -0.883 0.021
*
```

---

Which structure is most stable, and how do the rest compare? From most to least stable: #x, #w.

---

#w
Molecular formula: C4H4N2O2
Method: DFT, wB97M-V/def2-TZVPD

As for the SMILES: Oc1[nH]nc2c1CO2. The HOMO energy is -9.2 eV. For the frontier orbital gap, the calculation gives 8.87 eV.

Geometry as ORCA input:
```
! wB97M-V def2-TZVPD RIJCOSX def2/J DEFGRID3
* xyz 0 1
C -1.190 0.029 -0.355
C 0.895 0.920 -0.225
C 1.460 -1.055 0.037
C 0.183 -0.277 -0.418
H -1.889 -1.674 0.714
H -1.802 2.234 0.076
H 1.446 -1.565 0.922
H 1.827 -1.626 -0.759
N -1.148 1.464 -0.097
N 0.171 2.024 0.134
O -2.263 -0.802 0.005
O 2.311 0.328 -0.033
*
```

---

#x
Molecular formula: C4H4N2O2
Method: DFT, wB97M-V/def2-TZVPD

As for the SMILES: C=COc1ncno1. The HOMO energy is -9.7 eV. For the frontier orbital gap, the calculation gives 10.65 eV.

Geometry as ORCA input:
```
! wB97M-V def2-TZVPD RIJCOSX def2/J DEFGRID3
* xyz 0 1
C 0.043 1.139 2.576
C -0.308 0.529 1.460
C 0.235 -0.001 -0.857
C -0.359 -1.263 -2.371
H 1.023 1.727 2.715
H -0.400 0.895 3.551
H -1.075 -0.188 1.277
H -0.698 -2.165 -2.902
N -0.721 -0.757 -1.126
N 0.699 -0.727 -2.846
O 0.453 0.718 0.326
O 1.107 0.092 -1.802
*
```

---

Which structure is most stable, and how do the rest compare? From most to least stable: #x, #w.

---

#w
Molecular formula: C4H4N2O2
Method: DFT, wB97M-V/def2-TZVPD

As for the SMILES: O=CNc1cnco1. The HOMO energy is -8.6 eV. For the frontier orbital gap, the calculation gives 9.03 eV.

Geometry as ORCA input:
```
! wB97M-V def2-TZVPD RIJCOSX def2/J DEFGRID3
* xyz 0 1
C -1.322 -1.981 0.109
C 0.493 -0.008 -0.304
C 1.543 0.783 -0.971
C 0.576 1.893 0.535
H -1.166 -3.056 -0.368
H 0.469 -1.932 -0.995
H 2.199 0.135 -1.493
H 0.080 2.586 1.046
N -0.029 -1.392 -0.369
N 1.459 2.021 -0.440
O -2.417 -1.507 0.574
O 0.002 0.725 0.834
*
```

---

#x
Molecular formula: C4H4N2O2
Method: DFT, wB97M-V/def2-TZVPD

As for the SMILES: O/N=c1/ccnco1. The HOMO energy is -8.8 eV. For the frontier orbital gap, the calculation gives 8.59 eV.

Geometry as ORCA input:
```
! wB97M-V def2-TZVPD RIJCOSX def2/J DEFGRID3
* xyz 0 1
C -0.789 0.384 -0.037
C 0.301 1.315 -0.029
C 1.558 0.787 -0.119
C 0.913 -1.383 -0.028
H -2.166 -1.159 0.000
H 0.344 2.361 0.202
H 2.322 1.420 0.141
H 0.860 -2.387 0.285
N -2.027 0.654 -0.117
N 1.958 -0.573 -0.157
O -2.859 -0.431 -0.071
O -0.415 -0.988 -0.070
*
```

---

Which structure is most stable, and how do the rest compare? From most to least stable: #w, #x.

---

#w
Molecular formula: C5H8IN
Method: DFT, wB97M-V/def2-TZVPD

The HOMO energy is -8.7 eV. For the frontier orbital gap, the calculation gives 9.39 eV.

Geometry as ORCA input:
```
! wB97M-V def2-TZVPD RIJCOSX def2/J DEFGRID3
* xyz 0 1
C -0.574 -2.573 0.036
C 0.116 -1.676 0.690
C 0.187 0.108 -0.144
C -1.075 0.208 -0.912
C 1.174 2.180 0.381
N 1.059 0.799 0.382
I 1.245 -1.703 2.496
H -0.819 -3.598 0.349
H -1.036 -2.205 -0.851
H -1.678 0.889 -0.552
H -1.590 -0.694 -1.088
H -0.745 0.571 -1.937
H 0.329 2.559 0.813
H 1.422 2.647 -0.666
H 1.985 2.487 1.002
*
```

---

#x
Molecular formula: C5H8IN
Method: DFT, wB97M-V/def2-TZVPD

As for the SMILES: CC(C)(C#N)CI. The HOMO energy is -9.7 eV. For the frontier orbital gap, the calculation gives 9.77 eV.

Geometry as ORCA input:
```
! wB97M-V def2-TZVPD RIJCOSX def2/J DEFGRID3
* xyz 0 1
C -1.110 -1.113 -0.102
C 1.261 -0.900 0.391
C 0.113 0.524 -1.503
C -0.711 1.145 0.984
C -0.053 -0.187 -0.058
N -1.966 -1.862 -0.022
I -0.488 0.573 3.116
H 1.993 -0.149 0.224
H 1.539 -1.740 -0.299
H 1.310 -1.477 1.401
H -0.714 0.074 -2.133
H 1.087 0.304 -2.078
H -0.095 1.585 -1.314
H -1.825 1.094 0.751
H -0.339 2.129 0.642
*
```

---

Which structure is most stable, and how do the rest compare? From most to least stable: #x, #w.

---

#w
Molecular formula: C11H12NO2
Method: DFT, wB97M-V/def2-TZVPD

The HOMO energy is -3.9 eV. For the frontier orbital gap, the calculation gives 6.77 eV.

Geometry as ORCA input:
```
! wB97M-V def2-TZVPD RIJCOSX def2/J DEFGRID3
* xyz -1 1
C 3.504 2.746 1.435
C 4.182 1.783 0.313
O 4.066 0.564 0.617
O 4.741 2.375 -0.613
H 3.746 2.441 2.458
H 2.419 2.668 1.433
H 3.804 3.761 1.179
C -3.644 -2.523 -0.292
C -0.953 0.043 0.193
C -1.335 -1.110 -0.499
C -2.663 -1.414 -0.022
C -3.023 -0.413 0.817
C 1.115 0.055 -1.028
C 0.260 0.668 -0.119
C 0.705 -1.094 -1.711
C -0.552 -1.648 -1.541
N -2.006 0.532 0.955
H 2.155 0.361 -0.985
H 0.754 1.496 0.379
H 1.328 -1.446 -2.528
H -0.912 -2.472 -2.137
H -2.007 1.372 1.497
H -3.904 -0.320 1.435
H -4.608 -2.321 0.170
H -3.352 -3.541 -0.028
H -3.818 -2.562 -1.379
*
```

---

#x
Molecular formula: C11H12NO2
Method: DFT, wB97M-V/def2-TZVPD

The HOMO energy is -4.1 eV. For the frontier orbital gap, the calculation gives 7.65 eV.

Geometry as ORCA input:
```
! wB97M-V def2-TZVPD RIJCOSX def2/J DEFGRID3
* xyz -1 1
C -3.124 -0.482 1.400
C -1.106 -0.728 -0.155
C 0.333 0.885 0.524
C -1.708 -0.031 0.968
C -0.831 0.996 1.360
C 1.381 1.837 0.602
C 1.303 2.815 1.560
C -0.853 1.978 2.290
C 0.164 2.903 2.344
N 0.086 -0.101 -0.446
H 0.922 -0.737 -0.885
H -1.487 -1.565 -0.678
H 2.191 1.568 -0.059
H -3.684 -0.690 0.501
H -3.710 0.450 1.727
H 2.097 3.568 1.784
H -1.533 1.996 3.165
H 0.075 3.782 3.044
H -3.249 -1.267 2.071
C 2.227 -2.544 -3.550
C 1.317 -2.456 -2.365
O 0.201 -2.867 -2.483
O 1.721 -1.885 -1.328
H 2.582 -1.476 -3.615
H 1.678 -2.783 -4.498
H 3.009 -3.166 -3.278
*
```

---

#y
Molecular formula: C11H12NO2
Method: DFT, wB97M-V/def2-TZVPD

The HOMO energy is -4.5 eV. For the frontier orbital gap, the calculation gives 7.74 eV.

Geometry as ORCA input:
```
! wB97M-V def2-TZVPD RIJCOSX def2/J DEFGRID3
* xyz -1 1
C 1.845 3.048 0.594
C -0.055 1.412 0.924
C 0.630 -0.325 -0.259
C 0.995 1.873 0.180
C 1.437 0.767 -0.636
C 0.693 -1.631 -0.751
C 1.624 -1.805 -1.764
C 2.311 0.556 -1.723
C 2.456 -0.749 -2.156
N -0.222 0.068 0.737
H -1.066 -0.461 0.973
H -0.750 2.005 1.484
H 0.010 -2.380 -0.368
H 2.061 3.782 -0.175
H 2.709 2.665 1.137
H 1.814 -2.783 -2.191
H 2.734 1.405 -2.249
H 3.154 -0.915 -2.968
H 1.339 3.591 1.374
C -3.659 -0.850 0.889
C -3.036 -2.200 1.331
O -3.788 -3.190 1.342
O -1.812 -2.193 1.682
H -3.859 -0.326 1.826
H -4.632 -1.079 0.456
H -2.932 -0.284 0.313
*
```

---

Which structure is most stable, and how do the rest compare? From most to least stable: #y, #w, #x.

---

#w
Molecular formula: C5H7P
Method: DFT, wB97M-V/def2-TZVPD

As for the SMILES: C=PCC#CC. The HOMO energy is -8.5 eV. For the frontier orbital gap, the calculation gives 8.73 eV.

Geometry as ORCA input:
```
! wB97M-V def2-TZVPD RIJCOSX def2/J DEFGRID3
* xyz 0 1
C -0.359 0.064 0.880
C 2.236 -1.468 0.261
C -0.715 0.721 -0.064
C -0.150 -0.737 2.030
C -1.057 1.486 -1.273
P 1.682 -1.471 1.851
H 1.917 -0.710 -0.476
H 3.148 -1.996 -0.006
H -0.169 0.014 2.835
H -0.730 -1.611 2.245
H -1.791 0.830 -1.790
H -0.120 1.608 -1.847
H -1.473 2.471 -0.793
*
```

---

#x
Molecular formula: C5H7P
Method: DFT, wB97M-V/def2-TZVPD

As for the SMILES: C[C@@H]1C=CP=C1. The HOMO energy is -8.4 eV. For the frontier orbital gap, the calculation gives 8.50 eV.

Geometry as ORCA input:
```
! wB97M-V def2-TZVPD RIJCOSX def2/J DEFGRID3
* xyz 0 1
C -0.082 -1.151 -0.357
C 1.314 -1.618 -0.215
C 1.172 0.891 -0.123
C -0.149 0.310 -0.355
C -1.356 0.742 0.584
P 2.412 -0.268 0.125
H -1.082 -1.576 -0.356
H 1.868 -2.555 -0.309
H 1.310 2.045 -0.089
H -0.502 0.528 -1.372
H -1.093 0.498 1.661
H -2.289 0.368 0.232
H -1.521 1.786 0.576
*
```

---

Which structure is most stable, and how do the rest compare? From most to least stable: #x, #w.

---

#w
Molecular formula: C10H16O
Method: DFT, wB97M-V/def2-TZVPD

As for the SMILES: CCc1ccc(O)cc1.CC. The HOMO energy is -8.4 eV. For the frontier orbital gap, the calculation gives 9.27 eV.

Geometry as ORCA input:
```
! wB97M-V def2-TZVPD RIJCOSX def2/J DEFGRID3
* xyz 0 1
C 0.217 -0.251 -2.614
C 0.532 0.727 -3.710
C 0.008 0.472 -1.266
C 1.204 0.834 -0.641
C -1.209 0.823 -0.841
C 1.165 1.230 0.707
C -1.257 1.250 0.462
C -0.162 1.371 1.213
O -0.324 2.098 2.396
H -0.762 -0.800 -2.644
H 1.171 -0.896 -2.403
H 0.392 0.188 -4.620
H 2.115 0.574 -1.169
H -2.123 0.487 -1.298
H 2.075 1.439 1.428
H -2.215 1.555 0.933
H 0.491 1.966 3.004
H 1.553 0.884 -3.842
H 0.011 1.809 -3.665
C 0.081 -2.501 1.997
C -0.770 -1.393 2.659
H -0.158 -3.551 2.342
H -0.276 -2.497 0.967
H 1.148 -2.278 2.087
H -1.734 -1.724 2.618
H -0.538 -0.499 2.145
H -0.636 -1.318 3.754
*
```

---

#x
Molecular formula: C10H16O
Method: DFT, wB97M-V/def2-TZVPD

As for the SMILES: Cc1ccc(O)cc1.CCC. The HOMO energy is -8.4 eV. For the frontier orbital gap, the calculation gives 9.18 eV.

Geometry as ORCA input:
```
! wB97M-V def2-TZVPD RIJCOSX def2/J DEFGRID3
* xyz 0 1
C 2.231 1.350 1.967
C 2.011 2.317 0.837
C 1.105 1.292 3.074
H 3.259 1.612 2.312
H 2.273 0.245 1.654
H 1.914 3.354 1.131
H 2.775 2.335 0.050
H 0.923 2.170 3.622
H 1.307 0.417 3.719
H 1.123 2.185 0.230
H 0.049 1.061 2.713
C -0.680 -3.510 -1.238
C -0.013 -1.162 -1.863
C -0.864 -2.045 -1.205
C -0.373 0.105 -2.037
C -2.074 -1.591 -0.805
C -1.556 0.622 -1.355
C -2.394 -0.201 -0.721
O -1.748 1.980 -1.549
H 0.905 -1.555 -2.214
H 0.015 0.812 -2.733
H -1.329 -3.834 -2.087
H -1.059 -4.219 -0.465
H -2.668 -2.337 -0.438
H -3.279 0.140 -0.235
H -2.286 2.339 -0.891
H 0.433 -3.880 -1.473
*
```

---

#y
Molecular formula: C10H16O
Method: DFT, wB97M-V/def2-TZVPD

As for the SMILES: Cc1ccccc1.CC(C)O. The HOMO energy is -8.9 eV. For the frontier orbital gap, the calculation gives 9.80 eV.

Geometry as ORCA input:
```
! wB97M-V def2-TZVPD RIJCOSX def2/J DEFGRID3
* xyz 0 1
C -1.637 0.177 3.248
C -1.458 -0.659 0.966
C -0.795 -0.572 2.204
C -0.759 -1.528 0.160
C 0.451 -2.174 0.537
C 0.379 -1.210 2.668
C 1.079 -2.013 1.825
H -2.510 -0.284 0.904
H -1.037 -1.724 -0.850
H -2.621 0.633 2.966
H -1.078 0.881 3.982
H 1.073 -2.679 -0.168
H 0.551 -1.025 3.782
H 1.936 -2.586 2.198
H -2.034 -0.500 3.947
C 0.403 1.746 -2.840
C 1.355 2.882 -2.387
C 1.079 0.528 -3.191
O -0.435 1.446 -1.790
H -0.168 2.054 -3.660
H 0.825 3.779 -2.187
H 1.881 0.538 -4.092
H 1.841 0.155 -2.398
H 0.486 -0.324 -3.448
H -0.178 1.054 -0.868
H 1.936 3.003 -3.360
H 2.004 2.402 -1.568
*
```

---

Which structure is most stable, and how do the rest compare? From most to least stable: #x, #w, #y.

---

#w
Molecular formula: C10H16O
Method: DFT, wB97M-V/def2-TZVPD

As for the SMILES: Cc1ccc(O)cc1.CCC. The HOMO energy is -8.3 eV. For the frontier orbital gap, the calculation gives 9.06 eV.

Geometry as ORCA input:
```
! wB97M-V def2-TZVPD RIJCOSX def2/J DEFGRID3
* xyz 0 1
C -0.382 2.961 2.139
C 0.204 2.656 -0.376
C 0.351 2.329 0.955
C 0.893 2.038 -1.405
C 1.848 1.079 -1.046
C 1.406 1.478 1.316
C 2.071 0.810 0.318
O 2.574 0.477 -2.007
H -0.644 3.331 -0.488
H 0.727 2.208 -2.465
H -1.256 3.577 1.952
H 0.315 3.325 2.885
H 1.854 1.517 2.301
H 3.199 -0.125 -1.634
H 2.999 0.250 0.459
H -0.741 2.049 2.637
C -1.127 -3.026 0.015
C -2.305 -2.053 0.035
C -0.693 -3.213 -1.508
H -1.333 -4.049 0.358
H -0.379 -2.545 0.646
H -2.810 -2.081 1.005
H -1.956 -1.062 -0.204
H -0.189 -2.274 -1.736
H -3.093 -2.273 -0.693
H -1.621 -3.416 -2.023
H 0.087 -3.968 -1.437
*
```

---

#x
Molecular formula: C10H16O
Method: DFT, wB97M-V/def2-TZVPD

As for the SMILES: Cc1ccccc1.CC(C)O. The HOMO energy is -8.8 eV. For the frontier orbital gap, the calculation gives 9.64 eV.

Geometry as ORCA input:
```
! wB97M-V def2-TZVPD RIJCOSX def2/J DEFGRID3
* xyz 0 1
C -2.389 2.614 0.294
C 0.157 0.663 2.278
C -0.384 -0.621 2.203
C -0.597 1.720 1.812
C -1.759 1.491 1.066
C -1.599 -0.857 1.600
C -2.320 0.223 1.086
H 1.185 0.802 2.579
H 0.176 -1.467 2.596
H -0.240 2.736 1.872
H -1.965 -1.865 1.567
H -1.740 3.296 -0.264
H -2.894 3.245 1.017
H -3.232 0.119 0.518
H -3.143 2.268 -0.417
C 1.480 -0.851 -1.544
C 2.855 -0.662 -2.175
C 0.800 -2.174 -1.863
O 1.640 -0.942 -0.091
H 0.772 -0.044 -1.671
H 3.249 0.344 -2.251
H -0.265 -2.027 -1.665
H 0.782 -2.445 -2.922
H 1.158 -2.972 -1.231
H 1.880 -0.079 0.291
H 2.881 -1.221 -3.105
H 3.510 -1.294 -1.580
*
```

---

Which structure is most stable, and how do the rest compare? From most to least stable: #x, #w.